[1]
Below is an isolated molecule of C2H4N4OS at a distorted geometry, with properties calculated with wB97M-V/def2-TZVPD.

XYZ file:
```
12
Properties=species:S:1:pos:R:3:forces:R:3:lowdin_charge:R:1
C -1.597432 0.225183 -1.703212 1.2 -1.7 -2.2 -0.04
C 1.296563 -0.521919 0.409054 -2.0 1.8 -1.0 -0.56
H -1.181017 0.653983 -2.675198 -1.6 -1.1 0.7 0.12
H -2.304624 0.831822 -1.299842 -1.7 2.3 1.2 0.01
H -2.180759 -0.811295 -1.728783 2.1 1.7 -0.1 0.14
H -1.374244 2.118466 1.596057 0.5 -3.6 -0.3 0.01
N -0.322432 0.357336 -1.007599 0.9 -1.6 1.5 -0.24
N 0.684805 -0.133303 -1.663880 2.6 -1.0 1.0 0.06
N 1.689872 -0.593864 -0.877511 -3.1 1.5 -3.4 0.11
N -0.067777 0.239267 0.369513 1.3 -1.1 -1.0 -0.46
O 1.902389 -0.909386 1.320166 0.5 -0.5 3.0 0.13
S -1.266533 0.448529 1.472982 -0.6 3.3 0.7 0.73
```
Positions in Å, forces in eV/Å.

Computed properties:
SMILES string = Cn1nnc(=O)n1S
maximum force = 4.834 eV/Å
energy above the lowest of the compared OMol25 structures with the same formula, charge and spin = 3.611 eV
charge = 0
HOMO = -9.57 eV

[2]
Below is an isolated molecule of C2H4N4OS at a distorted geometry, with properties calculated with wB97M-V/def2-TZVPD.

XYZ file:
```
12
Properties=species:S:1:pos:R:3:forces:R:3:lowdin_charge:R:1
C -0.507651 0.838100 1.515389 -0.6 -0.8 -0.5 -0.02
C -0.108708 -1.048237 -1.490885 0.0 0.6 0.8 -0.55
H -1.343146 1.521729 1.630254 0.2 0.2 -0.1 0.08
H 0.440034 1.279459 1.806605 -0.1 0.1 0.0 0.06
H -0.737118 -0.042846 2.149053 0.3 0.3 -0.4 0.10
H 2.626408 -0.079925 -1.049115 -0.1 0.1 -0.1 -0.12
N -0.451387 0.449286 0.083438 -0.4 1.4 1.6 -0.23
N -1.554748 0.365638 -0.652750 0.4 0.2 0.7 0.04
N -1.414427 -0.447694 -1.610652 1.1 -0.7 -0.2 0.09
N 0.443150 -0.484935 -0.305262 0.4 -1.1 -1.0 -0.39
O 0.487752 -1.811412 -2.183281 -0.1 -0.4 -0.7 0.06
S 2.119840 -0.539161 0.107207 -1.0 0.0 0.0 0.86
```
Positions in Å, forces in eV/Å.

Computed properties:
SMILES string = Cn1nnc(=O)n1S
maximum force = 2.215 eV/Å
energy above the lowest of the compared OMol25 structures with the same formula, charge and spin = 1.626 eV
charge = 0
HOMO = -9.31 eV

[3]
Below is an isolated molecule of C2H4N4S at a distorted geometry, with properties calculated with wB97M-V/def2-TZVPD.

XYZ file:
```
11
Properties=species:S:1:pos:R:3:forces:R:3:lowdin_charge:R:1
C 0.706947 1.259469 0.124883 1.1 2.3 -0.2 -0.33
C 0.074489 -0.940169 0.176460 4.2 -1.6 0.1 -0.35
N 1.951908 1.056646 0.217160 -0.2 0.5 -1.0 -0.45
N -0.316430 -2.093071 0.137753 -2.1 0.7 0.0 0.14
N -0.296636 0.310620 0.263170 0.4 -0.5 -0.1 -0.16
N -1.617227 0.702913 -0.037472 -0.9 -1.2 2.1 0.12
S 2.495321 -0.489900 0.101240 -2.6 -1.0 0.9 0.68
H 0.428760 2.243084 -0.262864 -0.6 -0.1 0.9 0.13
H 0.313249 -2.843109 0.232004 0.7 -0.8 -0.1 0.05
H -2.206918 -0.156964 0.011659 0.6 0.9 0.0 0.12
H -1.533459 0.950480 -0.963996 -0.6 0.7 -2.8 0.06
```
Positions in Å, forces in eV/Å.

Computed properties:
maximum force = 4.522 eV/Å
energy above the lowest of the compared OMol25 structures with the same formula, charge and spin = 3.887 eV
charge = 0
HOMO (spin up / spin down) = -8.12 / -8.12 eV